[1]
A structure of composition C22H33Cl2LaN4O3 in a non-equilibrium geometry. Source: the Open Molecules 2025 dataset; level of theory: wB97M-V/def2-TZVPD.

```
65
Properties=species:S:1:pos:R:3
O 1.91 0.01 -0.86
C 2.65 0.86 -1.55
C 3.32 0.15 -2.74
C 3.34 -1.26 -2.80
H 3.12 -1.84 -1.90
C 3.69 -1.92 -3.97
H 3.58 -3.01 -4.05
C 4.13 -1.24 -5.12
H 4.53 -1.76 -5.99
C 3.98 0.15 -5.13
H 4.08 0.70 -6.08
C 3.66 0.83 -3.93
H 3.67 1.92 -3.92
H 2.37 1.92 -1.99
C 4.67 1.68 -0.03
C 3.30 2.03 -0.57
H 5.16 2.36 0.71
H 5.38 1.49 -0.85
H 4.52 0.74 0.55
C 2.30 2.62 0.18
C 2.35 3.01 1.65
H 1.30 2.56 -0.29
H 3.32 3.51 1.75
H 2.31 2.10 2.32
H 1.53 3.70 1.93
La -0.22 -0.54 -0.13
Cl 0.90 -2.80 0.58
Cl -0.67 0.39 -2.61
C 0.25 -0.51 3.34
O -0.46 -0.03 2.41
N -0.14 -0.59 4.61
C -1.48 -0.19 5.06
C 0.63 -1.38 5.58
H 1.27 -0.89 3.14
H -2.02 0.40 4.30
H -1.38 0.39 5.99
H -2.09 -1.07 5.34
H 1.57 -1.67 5.11
H 0.06 -2.26 5.89
H 0.80 -0.77 6.47
H -4.64 3.44 1.26
H -5.38 3.12 -1.45
C -3.61 3.38 0.87
C -4.29 3.26 -1.54
N -3.59 2.63 -0.41
H -2.93 2.90 1.60
C -2.98 1.45 -0.50
O -2.20 1.02 0.40
H -3.93 2.80 -2.47
H -3.18 0.87 -1.43
H -3.30 4.43 0.68
H -4.09 4.34 -1.54
N -3.41 -1.90 1.09
C -3.07 -2.68 0.04
C -3.78 -3.85 -0.29
C -3.34 -4.64 -1.34
C -2.15 -4.31 -2.01
C -1.48 -3.14 -1.61
N -1.96 -2.30 -0.64
H -2.77 -1.19 1.44
H -4.30 -1.99 1.58
H -4.61 -4.08 0.36
H -3.92 -5.51 -1.62
H -1.73 -4.94 -2.81
H -0.49 -2.89 -2.06
```

maximum force: 5.03 eV/Å
LUMO energy: -0.077 eV
frontier orbital gap: 6.22 eV
calculated total energy: -61359.830 eV
energy relative to the best compared isomer or geometry (same formula, charge and spin): 0.00 kJ/mol

***

[2]
An isolated molecule of C5H8ClNS in a non-equilibrium geometry. Source: the Open Molecules 2025 dataset; level of theory: wB97M-V/def2-TZVPD.

```
16
Properties=species:S:1:pos:R:3
C -1.88 -0.11 0.01
C -0.78 0.53 -0.89
C -0.71 -0.87 1.89
C 0.58 0.51 -0.39
C 1.56 -0.52 -0.86
N -1.73 -0.73 1.11
S 1.14 1.87 0.56
Cl -3.48 0.25 -0.51
H -0.87 0.05 -1.87
H -1.13 1.56 -0.97
H -0.64 -1.76 2.48
H 0.03 -0.09 2.03
H 1.62 -1.38 -0.19
H 2.57 -0.10 -0.93
H 1.27 -0.89 -1.83
H 2.45 1.66 0.37
```

maximum force: 1.46 eV/Å
LUMO energy (spin up / spin down): 0.080 / -0.008 eV
frontier orbital gap (spin up / spin down): 7.27 / 7.30 eV
calculated total energy: -30159.176 eV
energy relative to the best compared isomer or geometry (same formula, charge and spin): 288.38 kJ/mol

***

[3]
An isolated molecule of CH2O2 in a non-equilibrium geometry. Source: the Open Molecules 2025 dataset; level of theory: wB97M-V/def2-TZVPD.

```
5
Properties=species:S:1:pos:R:3
O 0.69 -0.33 1.18
C -0.07 -0.34 0.22
O -0.25 0.53 -0.81
H -0.71 -1.15 -0.05
H 0.35 1.29 -0.54
```

maximum force: 3.14 eV/Å
SMILES: O=CO
LUMO energy: 0.772 eV
frontier orbital gap: 11.90 eV
calculated total energy: -5164.210 eV
energy relative to the best compared isomer or geometry (same formula, charge and spin): 19.69 kJ/mol

***

[4]
A structure of composition C40H64O32S4 in a non-equilibrium geometry. Source: the Open Molecules 2025 dataset; level of theory: wB97M-V/def2-TZVPD.

```
140
Properties=species:S:1:pos:R:3
O -6.10 -1.94 3.04
C -5.59 -1.13 3.76
O -6.22 -0.65 4.86
C -5.37 0.28 5.56
C -3.95 0.01 5.02
C -4.27 -0.41 3.58
H -5.39 0.16 6.64
H -5.81 1.21 5.21
H -3.50 -0.76 5.64
H -3.34 0.91 4.91
H -3.58 -0.94 2.94
H -4.59 0.47 3.00
O -2.37 3.08 0.91
C -2.60 4.15 1.40
O -2.06 5.32 1.00
C -2.58 6.44 1.73
C -3.18 5.83 3.00
C -3.48 4.37 2.62
H -3.38 6.89 1.13
H -1.71 7.08 1.75
H -4.08 6.38 3.26
H -2.40 5.95 3.76
H -4.45 4.08 2.23
H -3.16 3.65 3.37
O -4.26 0.45 0.11
C -5.21 -0.17 -0.24
O -6.48 0.36 -0.16
C -7.41 -0.67 -0.59
C -6.58 -1.50 -1.54
C -5.23 -1.55 -0.86
H -8.24 -0.31 -1.19
H -7.66 -1.15 0.35
H -6.56 -1.15 -2.57
H -7.09 -2.47 -1.51
H -4.42 -1.62 -1.59
H -5.11 -2.33 -0.11
O -2.91 0.56 -3.58
C -2.04 0.26 -4.33
O -1.29 1.16 -5.03
C -0.47 0.48 -5.98
C -1.07 -0.93 -6.08
C -1.53 -1.14 -4.64
H 0.55 0.52 -5.58
H -0.57 0.98 -6.94
H -0.29 -1.63 -6.36
H -1.95 -0.97 -6.72
H -0.67 -1.25 -3.97
H -2.18 -1.98 -4.41
O 1.85 1.61 -0.45
C 0.91 0.94 -0.09
O 0.08 1.28 0.87
C -0.84 0.19 1.19
C -0.80 -0.74 -0.03
C 0.53 -0.41 -0.67
H -1.83 0.57 1.42
H -0.48 -0.26 2.11
H -1.57 -0.45 -0.74
H -0.98 -1.79 0.20
H 0.55 -0.29 -1.75
H 1.28 -1.16 -0.41
O -0.50 -1.99 3.67
C 0.13 -3.01 3.57
O 0.26 -3.69 2.44
C 1.03 -4.91 2.62
C 1.82 -4.66 3.90
C 0.96 -3.63 4.68
H 1.67 -4.91 1.74
H 0.30 -5.71 2.71
H 2.84 -4.36 3.64
H 1.88 -5.62 4.42
H 1.50 -2.81 5.14
H 0.37 -4.24 5.36
O -2.03 -7.60 -1.77
C -1.48 -6.54 -1.77
O -1.55 -5.68 -2.80
C -1.12 -4.37 -2.38
C -0.18 -4.63 -1.22
C -0.82 -5.85 -0.59
H -2.10 -3.97 -2.07
H -0.69 -3.71 -3.14
H -0.09 -3.89 -0.43
H 0.83 -4.88 -1.55
H -1.47 -5.56 0.23
H -0.03 -6.48 -0.18
O -1.91 4.12 -1.80
C -0.74 4.31 -2.00
O -0.20 4.51 -3.20
C 1.15 4.94 -3.16
C 1.61 4.55 -1.73
C 0.28 4.59 -0.93
H 1.27 6.02 -3.22
H 1.67 4.50 -4.01
H 2.41 5.23 -1.46
H 1.98 3.52 -1.81
H 0.10 5.45 -0.29
H 0.53 3.72 -0.32
C 3.57 -2.48 -1.66
C 4.79 -3.10 -2.30
O 4.29 -3.86 -3.45
S 2.77 -3.46 -3.83
O 1.93 -4.58 -4.11
O 2.71 -2.28 -4.63
O 2.44 -3.04 -2.33
H 3.46 -1.42 -1.86
H 3.46 -2.63 -0.59
H 5.27 -3.94 -1.79
H 5.62 -2.43 -2.55
C 2.97 1.58 -3.62
C 3.75 2.77 -4.25
O 5.02 2.26 -4.58
S 5.01 0.61 -4.52
O 5.59 0.23 -3.25
O 5.55 -0.06 -5.67
O 3.36 0.46 -4.41
H 1.90 1.74 -3.59
H 3.39 1.40 -2.63
H 3.82 3.56 -3.49
H 3.32 3.37 -5.06
C 6.44 -0.05 2.32
C 6.26 -1.35 1.55
O 4.93 -1.51 1.14
S 4.05 -1.01 2.39
O 4.20 -2.00 3.41
O 2.73 -0.57 2.08
O 5.04 0.25 2.62
H 6.68 0.79 1.67
H 7.10 -0.17 3.17
H 6.53 -2.15 2.26
H 6.99 -1.65 0.80
C 3.36 2.64 3.96
C 2.35 2.74 2.80
O 2.22 4.16 2.64
S 2.11 4.86 4.08
O 0.73 4.76 4.47
O 2.81 6.10 4.19
O 2.96 3.68 4.87
H 4.36 2.71 3.52
H 3.32 1.68 4.47
H 1.43 2.26 3.10
H 2.87 2.46 1.89
```

maximum force: 3.38 eV/Å
LUMO energy: -0.320 eV
frontier orbital gap: 8.87 eV
calculated total energy: -151374.220 eV
energy relative to the best compared isomer or geometry (same formula, charge and spin): 0.00 kJ/mol

***

[5]
A structure of composition C27H41BaN2O11P3S. Source: the Open Molecules 2025 dataset; level of theory: wB97M-V/def2-TZVPD.

```
86
Properties=species:S:1:pos:R:3
Ba 0.23 1.58 0.85
C 2.23 -2.62 0.71
P 1.73 -1.40 -0.56
C 1.50 -2.57 -1.98
C 3.39 -0.71 -1.02
C 3.33 0.30 -2.17
P 2.26 1.73 -1.72
C 2.17 2.75 -3.24
C 3.37 2.75 -0.68
H 2.64 -2.09 1.56
H 2.97 -3.33 0.32
H 1.35 -3.17 1.06
H 2.34 -3.27 -2.05
H 1.41 -2.02 -2.92
H 0.57 -3.13 -1.83
H 4.06 -1.54 -1.26
H 3.78 -0.23 -0.11
H 2.91 -0.17 -3.07
H 4.34 0.64 -2.44
H 3.16 3.02 -3.63
H 1.62 3.65 -2.96
H 1.60 2.22 -4.00
H 4.29 3.04 -1.19
H 3.63 2.19 0.23
H 2.82 3.64 -0.38
O -1.59 4.96 0.68
S -0.25 4.60 0.20
O 0.45 5.71 -0.44
O 0.57 4.02 1.33
O -0.37 3.42 -0.76
O -0.10 -2.28 3.29
C 0.25 -1.08 3.21
O -0.41 -0.14 2.66
C 1.58 -0.70 3.85
C 1.81 -1.11 5.13
C 3.00 -0.78 5.80
C 4.00 -0.08 5.14
C 3.81 0.28 3.83
C 2.58 0.03 3.10
O 2.41 0.41 1.91
N 4.93 0.91 3.17
O 5.09 0.74 1.98
O 5.69 1.59 3.86
N 3.22 -1.20 7.15
O 4.28 -0.92 7.69
O 2.32 -1.80 7.72
H 1.06 -1.70 5.65
H 4.92 0.16 5.64
C -5.15 -0.10 -0.67
C -3.92 0.71 -0.26
C -3.75 0.58 1.26
C -4.11 2.19 -0.61
P -2.28 0.13 -0.96
C -2.38 -1.69 -0.75
C -3.04 -2.61 -1.57
C -3.00 -3.97 -1.29
C -2.33 -4.44 -0.17
C -1.69 -3.54 0.67
C -1.71 -2.18 0.38
C -2.24 0.46 -2.83
C -1.81 1.92 -3.02
C -1.11 -0.41 -3.37
C -3.52 0.25 -3.64
H -6.03 0.31 -0.15
H -5.05 -1.15 -0.39
H -5.34 -0.04 -1.74
H -4.67 0.93 1.76
H -2.93 1.19 1.64
H -3.56 -0.45 1.57
H -4.94 2.60 -0.02
H -4.36 2.33 -1.66
H -3.22 2.80 -0.39
H -3.58 -2.28 -2.45
H -3.51 -4.66 -1.95
H -2.31 -5.50 0.05
H -1.17 -3.86 1.57
H -1.21 -1.50 1.06
H -0.86 2.14 -2.52
H -2.52 2.64 -2.62
H -1.70 2.11 -4.09
H -0.21 -0.27 -2.76
H -0.88 -0.10 -4.40
H -1.35 -1.48 -3.37
H -4.30 0.96 -3.35
H -3.93 -0.76 -3.57
H -3.29 0.44 -4.70
```

maximum force: 0.56 eV/Å
net charge: -2
LUMO energy: 3.873 eV
frontier orbital gap: 6.98 eV
calculated total energy: -93565.684 eV
energy relative to the best compared isomer or geometry (same formula, charge and spin): 0.00 kJ/mol

***

[6]
A structure of composition C15H13CrN5S in a non-equilibrium geometry. Source: the Open Molecules 2025 dataset; level of theory: wB97M-V/def2-TZVPD.

```
35
Properties=species:S:1:pos:R:3
Cr -0.26 0.40 -0.16
N 2.81 3.45 -0.72
C 1.75 2.64 -0.59
S 1.96 1.16 0.28
N 0.64 3.09 -1.17
N -0.39 2.24 -0.97
C -1.53 2.55 -1.46
C -2.64 1.63 -1.19
C -3.93 1.86 -1.61
C -4.93 0.97 -1.25
C -4.61 -0.12 -0.46
C -3.29 -0.30 -0.10
N -2.32 0.54 -0.46
H 3.69 3.19 -0.30
H 2.72 4.31 -1.23
H -1.65 3.47 -2.02
H -4.15 2.73 -2.21
H -5.95 1.13 -1.57
H -5.36 -0.83 -0.14
H -2.98 -1.16 0.49
C -0.18 -1.74 -0.39
C 1.01 -2.01 0.42
C 0.95 -2.02 1.83
C 2.08 -2.16 2.61
C 3.33 -2.33 2.02
C 3.41 -2.37 0.63
C 2.28 -2.22 -0.15
C 4.51 -2.45 2.83
N 5.46 -2.55 3.47
H -1.07 -2.19 0.06
H -0.09 -2.07 -1.42
H -0.02 -1.91 2.30
H 2.00 -2.15 3.69
H 4.38 -2.52 0.16
H 2.36 -2.24 -1.23
```

maximum force: 1.07 eV/Å
expectation value of S²: 6.031
LUMO energy (spin up / spin down): -0.977 / -1.129 eV
frontier orbital gap (spin up / spin down): 6.13 / 6.28 eV
spin multiplicity: 5
calculated total energy: -62473.071 eV
energy relative to the best compared isomer or geometry (same formula, charge and spin): 0.00 kJ/mol

***

[7]
An isolated molecule of C6H8S2 in a non-equilibrium geometry. Source: the Open Molecules 2025 dataset; level of theory: wB97M-V/def2-TZVPD.

```
16
Properties=species:S:1:pos:R:3
C 0.19 0.84 0.56
C 1.13 0.17 -0.50
C -1.18 1.34 0.05
C 1.49 -1.21 -0.12
C 0.69 -2.25 -0.04
C -2.39 0.54 0.14
S -3.90 0.43 -0.09
S -1.06 -1.96 0.13
H 0.08 0.10 1.38
H 0.76 1.80 0.85
H 0.69 0.18 -1.46
H 2.11 0.75 -0.39
H -1.27 2.45 0.56
H -0.86 1.53 -1.00
H 2.59 -1.44 -0.02
H 0.93 -3.27 -0.04
```

maximum force: 3.73 eV/Å
LUMO energy (spin up / spin down): -0.988 / -1.515 eV
frontier orbital gap (spin up / spin down): 6.63 / 5.94 eV
calculated total energy: -28017.523 eV
energy relative to the best compared isomer or geometry (same formula, charge and spin): 436.03 kJ/mol

***

[8]
A cluster of 2 separate species, CH6NS in total in a non-equilibrium geometry. Source: the Open Molecules 2025 dataset; level of theory: wB97M-V/def2-TZVPD.

```
9
Properties=species:S:1:pos:R:3
C -0.12 0.31 -0.26
N 0.77 -0.81 0.18
S -1.91 0.02 0.21
H 0.42 2.31 0.83
H 0.09 0.74 -1.26
H 1.24 -0.91 1.12
H 1.74 -0.91 -0.35
H 0.24 -1.75 0.03
H -2.46 1.01 -0.52
```

maximum force: 3.69 eV/Å
net charge: +1
LUMO energy (spin up / spin down): -5.444 / -4.534 eV
frontier orbital gap (spin up / spin down): 8.72 / 8.98 eV
calculated total energy: -13447.375 eV
energy relative to the best compared isomer or geometry (same formula, charge and spin): 456.91 kJ/mol

***

[9]
A cluster of 6 separate species, C21H36O19PS in total in a non-equilibrium geometry. Source: the Open Molecules 2025 dataset; level of theory: wB97M-V/def2-TZVPD.

```
78
Properties=species:S:1:pos:R:3
O 0.13 -4.61 1.88
P 0.48 -3.31 1.35
O 1.35 -3.28 0.04
O 1.23 -2.37 2.36
C -1.06 -2.44 0.83
S -2.29 -2.81 2.03
O -3.43 -1.72 1.79
H 0.77 -3.42 -0.72
H 1.56 -1.57 1.93
H -1.33 -2.72 -0.18
H -0.94 -1.36 0.85
H -2.88 -3.97 1.65
H -3.47 -1.48 0.85
C 4.83 -0.98 -1.94
C 3.50 -1.02 -2.64
C 2.92 0.33 -3.02
O 1.49 0.08 -2.94
C 1.30 -0.92 -2.08
O 0.23 -1.25 -1.64
O 2.45 -1.52 -1.76
H 5.22 -1.98 -1.78
H 5.55 -0.42 -2.54
H 4.73 -0.51 -0.96
H 3.54 -1.68 -3.51
H 3.20 0.65 -4.01
H 3.17 1.11 -2.30
C -2.94 1.97 5.38
C -1.87 1.98 4.32
C -1.98 0.92 3.25
O -0.63 0.67 2.88
C 0.16 0.99 3.95
O 1.30 0.71 4.03
O -0.57 1.65 4.87
H -2.83 2.81 6.05
H -3.93 2.03 4.93
H -2.88 1.06 5.98
H -1.79 2.98 3.87
H -2.55 1.25 2.38
H -2.41 -0.01 3.64
C -8.16 0.22 5.41
C -7.57 0.72 6.71
C -8.30 1.90 7.32
O -7.25 2.59 8.00
C -6.08 2.30 7.39
O -5.06 2.85 7.59
O -6.26 1.28 6.50
H -7.64 -0.68 5.08
H -9.21 -0.02 5.53
H -8.05 0.97 4.63
H -7.48 -0.09 7.43
H -9.08 1.61 8.02
H -8.72 2.57 6.56
C -0.47 5.06 -2.55
C 0.30 4.86 -3.83
C -0.05 3.59 -4.59
O 1.19 3.28 -5.24
C 2.20 3.80 -4.50
O 3.35 3.56 -4.64
O 1.70 4.65 -3.56
H -0.23 6.03 -2.11
H -1.55 5.03 -2.74
H -0.21 4.29 -1.82
H 0.22 5.73 -4.47
H -0.83 3.73 -5.33
H -0.31 2.77 -3.92
C 6.76 -4.90 -7.02
C 6.92 -4.02 -5.81
C 5.66 -3.80 -4.99
O 5.87 -2.49 -4.45
C 6.70 -1.82 -5.29
O 6.90 -0.65 -5.23
O 7.24 -2.66 -6.19
H 7.72 -5.08 -7.50
H 6.33 -5.86 -6.73
H 6.10 -4.42 -7.75
H 7.74 -4.38 -5.18
H 5.54 -4.53 -4.19
H 4.76 -3.79 -5.61
```

maximum force: 1.43 eV/Å
net charge: +1
LUMO energy: -3.913 eV
frontier orbital gap: 8.80 eV
calculated total energy: -81383.872 eV
energy relative to the best compared isomer or geometry (same formula, charge and spin): 34.68 kJ/mol

***

Q: Which formula does entry 1 have?
A: C22H33Cl2LaN4O3

***

Q: maximum force of number 1 (C22H33Cl2LaN4O3)?
A: 5.03 eV/Å

***

Q: Which formula does entry 9 have?
A: C21H36O19PS